{
  "formula": "C2H6N3S2",
  "method": "ωB97M-V/def2-TZVPD",
  "species": ["S", "S", "N", "N", "N", "C", "C", "H", "H", "H", "H", "H", "H"],
  "positions_angstrom": [[-0.1528, 2.0671, 0.1409], [0.6330, -1.5512, -0.0612], [-2.9245, -0.0097, -0.1209], [2.9543, -0.2839, 0.2538], [2.2063, 0.8074, 0.1892], [0.9523, 0.9567, 0.1913], [2.3341, -1.3900, 0.0982], [2.8920, -2.2492, -0.0917], [-2.0245, 0.6429, -0.1200], [-3.7849, 0.5372, -0.3188], [-3.0766, -0.6763, 0.6405], [-2.7942, -0.5491, -1.0321], [2.7855, 1.6979, 0.2307]],
  "spin_multiplicity": 3,
  "relative_energy_ev": 1.465,
  "charge": 1,
  "max_force_ev_per_a": 5.2,
  "homo_ev": [-10.615, -12.612]
}